(1)
Below is one molecule with the formula C6H10 in a non-equilibrium geometry, with properties calculated with the ωB97M-V functional and the def2-TZVPD basis.

The geometry in ORCA input format:
```
! RIJCOSX wB97M-V def2-TZVPD def2/J DEFGRID3
* xyz 0 1
C -0.711 -1.379 1.136
C 0.051 -0.429 0.263
C -0.162 -0.318 -1.262
C -0.112 1.234 -1.152
C 0.096 1.104 0.357
C 1.340 0.039 0.582
H -0.541 -1.174 2.198
H -0.396 -2.413 0.944
H -1.789 -1.319 0.943
H 0.599 -0.800 -1.888
H -1.149 -0.679 -1.571
H -1.066 1.705 -1.412
H 0.689 1.746 -1.698
H -0.433 1.681 1.115
H 1.417 0.771 1.533
H 2.167 0.231 -0.087
*
```

## Properties
SMILES string = C[C@@]12CC[C@@H]1C2
LUMO = 1.128 eV
relative energy (zero: lowest compared OMol25 entry of this formula, charge and spin) = 269.54 kJ/mol
E_tot = -234.4998 Ha


(2)
Below is one molecule with the formula C6H10, with properties calculated with the ωB97M-V functional and the def2-TZVPD basis.

The geometry in ORCA input format:
```
! RIJCOSX wB97M-V def2-TZVPD def2/J DEFGRID3
* xyz 0 1
C -1.169 0.621 1.108
C -0.697 0.142 -0.248
C -0.442 1.085 -1.500
C 0.780 0.844 -0.754
C 0.776 -0.570 -0.516
C 1.592 -1.142 0.626
H -0.600 1.488 1.443
H -1.057 -0.177 1.852
H -2.233 0.883 1.067
H -1.343 -0.644 -0.636
H 0.554 -1.300 -1.311
H -0.723 0.528 -2.405
H -0.841 2.100 -1.485
H 2.229 -1.964 0.284
H 2.222 -0.357 1.053
H 0.952 -1.537 1.424
*
```

## Properties
LUMO = 0.977 eV
relative energy (zero: lowest compared OMol25 entry of this formula, charge and spin) = 360.78 kJ/mol
E_tot = -234.4651 Ha


(3)
Below is a 2-piece molecular cluster, C6H10 overall, with properties calculated with the ωB97M-V functional and the def2-TZVPD basis.

The geometry in ORCA input format:
```
! RIJCOSX wB97M-V def2-TZVPD def2/J DEFGRID3
* xyz 0 1
C 1.429 -0.408 -1.387
C 0.461 0.479 -1.222
C -0.947 0.067 -1.100
C -1.450 -0.944 -0.399
H 1.206 -1.464 -1.243
H 2.385 -0.111 -1.799
H 0.670 1.553 -1.285
H -1.529 0.561 -1.874
H -2.499 -1.211 -0.465
H -0.836 -1.507 0.300
C -0.460 0.439 1.889
C 0.834 0.578 1.631
H -0.834 -0.424 2.442
H -1.209 1.154 1.544
H 1.548 -0.222 1.845
H 1.232 1.459 1.124
*
```

## Properties
SMILES string = C=CC=C.C=C
LUMO = 1.140 eV
relative energy (zero: lowest compared OMol25 entry of this formula, charge and spin) = 247.99 kJ/mol
E_tot = -234.5081 Ha


(4)
Below is one molecule with the formula C6H10, with properties calculated with the ωB97M-V functional and the def2-TZVPD basis.

The geometry in ORCA input format:
```
! RIJCOSX wB97M-V def2-TZVPD def2/J DEFGRID3
* xyz 0 1
C 1.760 -0.406 0.432
C 0.442 0.111 -0.068
C -0.493 -0.656 -1.023
C -1.590 -0.628 0.051
C -0.790 0.501 0.743
C 0.026 1.523 -0.127
H 2.327 0.369 0.960
H 2.380 -0.775 -0.392
H 1.591 -1.232 1.132
H -0.789 -0.026 -1.867
H -0.140 -1.624 -1.373
H -1.515 -1.568 0.626
H -2.646 -0.523 -0.234
H -0.949 0.759 1.784
H 0.710 2.193 0.412
H -0.324 1.980 -1.055
*
```

## Properties
SMILES string = C[C@@]12CC[C@@H]1C2
LUMO = 1.145 eV
relative energy (zero: lowest compared OMol25 entry of this formula, charge and spin) = 169.86 kJ/mol
E_tot = -234.5378 Ha


(5)
Below is one molecule with the formula C6H10, with properties calculated with the ωB97M-V functional and the def2-TZVPD basis.

The geometry in ORCA input format:
```
! RIJCOSX wB97M-V def2-TZVPD def2/J DEFGRID3
* xyz 0 1
C 0.859 -1.327 3.141
C 0.185 -0.696 2.368
C -0.592 0.079 1.400
C -0.342 -0.350 -0.065
C 0.000 0.828 -0.974
C 0.224 0.401 -2.421
H 1.456 -1.878 3.833
H -0.329 1.138 1.524
H -1.655 -0.003 1.646
H -1.227 -0.869 -0.453
H 0.478 -1.076 -0.102
H 0.902 1.321 -0.589
H -0.804 1.574 -0.924
H 1.024 -0.346 -2.489
H 0.504 1.250 -3.052
H -0.684 -0.047 -2.843
*
```

## Properties
SMILES string = C#CCCCC
LUMO = 1.145 eV
relative energy (zero: lowest compared OMol25 entry of this formula, charge and spin) = 147.97 kJ/mol
E_tot = -234.5462 Ha


(6)
Below is one molecule with the formula C6H10, with properties calculated with the ωB97M-V functional and the def2-TZVPD basis.

The geometry in ORCA input format:
```
! RIJCOSX wB97M-V def2-TZVPD def2/J DEFGRID3
* xyz 0 1
C -0.980 -0.357 -1.561
C -0.232 -0.027 -0.307
C 0.656 1.213 0.013
C 0.790 0.257 1.225
C -0.749 0.095 1.158
C 0.903 -0.903 0.231
H -0.266 -0.404 -2.392
H -1.756 0.377 -1.791
H -1.436 -1.348 -1.450
H 1.557 1.370 -0.588
H 0.106 2.156 0.147
H 1.492 0.222 2.053
H -1.167 -0.797 1.633
H -1.378 0.975 1.358
H 1.829 -0.939 -0.353
H 0.631 -1.890 0.623
*
```

## Properties
LUMO = 1.045 eV
relative energy (zero: lowest compared OMol25 entry of this formula, charge and spin) = 176.88 kJ/mol
E_tot = -234.5351 Ha